No. 1
Molecular formula: C31H49CeNO2P2S2
Method: DFT, ωB97M-V/def2-TZVPD

The net charge is +2. The calculation puts the LUMO energy (spin up / spin down) at -7.781 / -7.781 eV. The calculation puts the HOMO energy (spin up / spin down) at -13.5 / -13.5 eV. For the HOMO-LUMO gap (spin up / spin down), the calculation gives 5.749 / 5.749 eV.

Geometry as XYZ:
```
88
C31H49CeNO2P2S2, DFT ωB97M-V/def2-TZVPD
Ce 0.34 0.09 -0.19
C 1.04 1.95 0.96
C 1.60 2.03 -0.44
C -0.82 2.06 -0.59
C -0.43 2.03 0.85
C 0.44 2.08 -1.42
C 1.86 2.18 2.20
H 2.87 1.75 2.15
H 1.39 1.77 3.11
H 1.98 3.26 2.38
C -1.36 2.31 1.96
H -0.90 2.26 2.95
H -2.23 1.63 1.98
H -1.78 3.32 1.86
C -2.18 2.29 -1.13
H -2.35 3.37 -1.30
H -2.96 1.96 -0.43
H -2.39 1.79 -2.09
C 0.41 2.73 -2.77
H 0.40 3.82 -2.64
H -0.50 2.49 -3.33
H 1.25 2.52 -3.45
C 2.88 2.73 -0.62
H 2.77 3.76 -0.25
H 3.19 2.83 -1.66
H 3.70 2.30 -0.03
C 3.38 -1.91 -1.05
C 3.99 -0.82 -0.54
C 5.38 -0.41 -0.93
C 5.41 0.20 -2.35
C 4.07 0.23 -3.03
C 3.52 -0.88 -3.55
C 4.16 -2.24 -3.43
C 4.04 -2.84 -2.02
H 6.05 -1.28 -0.88
H 6.11 -0.39 -2.95
H 5.78 0.30 -0.18
H 5.03 -3.13 -1.65
H 2.34 -2.20 -0.87
H 3.55 -0.11 0.16
H 3.47 -3.79 -2.06
H 3.77 -2.92 -4.21
H 2.71 -0.81 -4.29
H 5.23 -2.16 -3.69
H 5.89 1.20 -2.35
H 3.67 1.20 -3.34
P 0.42 -1.29 1.95
C -0.57 -0.59 3.31
H -0.57 -1.34 4.11
H -1.63 -0.41 3.07
H -0.15 0.33 3.71
C -0.18 -2.99 1.91
H -0.20 -3.35 2.94
H 0.49 -3.65 1.33
H -1.19 -3.08 1.49
C 1.96 -1.46 2.88
H 2.68 -2.12 2.39
H 1.70 -1.93 3.85
H 2.46 -0.51 3.10
P -0.63 -1.22 -2.16
C -0.82 -0.29 -3.71
H -0.91 -1.05 -4.50
H -0.02 0.40 -3.99
H -1.74 0.31 -3.73
C -0.31 -2.97 -2.41
H 0.56 -3.14 -3.05
H -1.16 -3.42 -2.94
H -0.18 -3.54 -1.47
C -2.45 -1.49 -2.16
H -2.71 -1.87 -3.14
H -3.02 -0.57 -1.99
H -2.75 -2.23 -1.42
O -3.78 -1.58 5.21
S -4.68 -1.68 4.11
O -5.38 -2.90 3.89
N -3.58 -1.64 2.74
C -3.67 -0.64 1.92
S -2.60 -0.50 0.56
C -4.77 0.30 2.28
C -5.19 1.45 1.60
C -6.27 2.19 2.09
C -6.92 1.80 3.26
C -6.51 0.64 3.94
C -5.43 -0.09 3.44
H -4.69 1.75 0.68
H -6.59 3.08 1.55
H -7.76 2.38 3.63
H -7.02 0.32 4.85
```

No. 2
Molecular formula: C3H12N2O
Method: DFT, ωB97M-V/def2-TZVPD

The calculation puts the LUMO energy (spin up / spin down) at 0.878 / 0.326 eV. The calculation puts the HOMO energy (spin up / spin down) at -6.7 / -5.9 eV. For the HOMO-LUMO gap (spin up / spin down), the calculation gives 7.625 / 6.266 eV.

Geometry as XYZ:
```
18
C3H12N2O, DFT ωB97M-V/def2-TZVPD
C -1.35 -0.21 -0.15
N -2.03 0.97 -0.54
O -1.52 -0.56 1.27
H -1.18 0.18 1.79
H -1.61 1.82 -0.19
H -3.03 0.97 -0.36
H -1.79 -1.06 -0.67
H 0.16 0.45 -0.40
C 1.75 -1.08 0.40
C 1.12 1.26 -0.53
N 0.67 -1.80 0.15
H 0.52 -2.18 -0.77
H -0.09 -1.79 0.83
H 2.55 -1.04 -0.33
H 1.86 -0.63 1.37
H 0.50 2.10 -0.86
H 1.68 1.58 0.34
H 1.80 1.02 -1.35
```

Copy entry 1 word for word.
Molecular formula: C31H49CeNO2P2S2
Method: DFT, ωB97M-V/def2-TZVPD

The net charge is +2. The calculation puts the LUMO energy (spin up / spin down) at -7.781 / -7.781 eV. The calculation puts the HOMO energy (spin up / spin down) at -13.5 / -13.5 eV. For the HOMO-LUMO gap (spin up / spin down), the calculation gives 5.749 / 5.749 eV.

Geometry as XYZ:
```
88
C31H49CeNO2P2S2, DFT ωB97M-V/def2-TZVPD
Ce 0.34 0.09 -0.19
C 1.04 1.95 0.96
C 1.60 2.03 -0.44
C -0.82 2.06 -0.59
C -0.43 2.03 0.85
C 0.44 2.08 -1.42
C 1.86 2.18 2.20
H 2.87 1.75 2.15
H 1.39 1.77 3.11
H 1.98 3.26 2.38
C -1.36 2.31 1.96
H -0.90 2.26 2.95
H -2.23 1.63 1.98
H -1.78 3.32 1.86
C -2.18 2.29 -1.13
H -2.35 3.37 -1.30
H -2.96 1.96 -0.43
H -2.39 1.79 -2.09
C 0.41 2.73 -2.77
H 0.40 3.82 -2.64
H -0.50 2.49 -3.33
H 1.25 2.52 -3.45
C 2.88 2.73 -0.62
H 2.77 3.76 -0.25
H 3.19 2.83 -1.66
H 3.70 2.30 -0.03
C 3.38 -1.91 -1.05
C 3.99 -0.82 -0.54
C 5.38 -0.41 -0.93
C 5.41 0.20 -2.35
C 4.07 0.23 -3.03
C 3.52 -0.88 -3.55
C 4.16 -2.24 -3.43
C 4.04 -2.84 -2.02
H 6.05 -1.28 -0.88
H 6.11 -0.39 -2.95
H 5.78 0.30 -0.18
H 5.03 -3.13 -1.65
H 2.34 -2.20 -0.87
H 3.55 -0.11 0.16
H 3.47 -3.79 -2.06
H 3.77 -2.92 -4.21
H 2.71 -0.81 -4.29
H 5.23 -2.16 -3.69
H 5.89 1.20 -2.35
H 3.67 1.20 -3.34
P 0.42 -1.29 1.95
C -0.57 -0.59 3.31
H -0.57 -1.34 4.11
H -1.63 -0.41 3.07
H -0.15 0.33 3.71
C -0.18 -2.99 1.91
H -0.20 -3.35 2.94
H 0.49 -3.65 1.33
H -1.19 -3.08 1.49
C 1.96 -1.46 2.88
H 2.68 -2.12 2.39
H 1.70 -1.93 3.85
H 2.46 -0.51 3.10
P -0.63 -1.22 -2.16
C -0.82 -0.29 -3.71
H -0.91 -1.05 -4.50
H -0.02 0.40 -3.99
H -1.74 0.31 -3.73
C -0.31 -2.97 -2.41
H 0.56 -3.14 -3.05
H -1.16 -3.42 -2.94
H -0.18 -3.54 -1.47
C -2.45 -1.49 -2.16
H -2.71 -1.87 -3.14
H -3.02 -0.57 -1.99
H -2.75 -2.23 -1.42
O -3.78 -1.58 5.21
S -4.68 -1.68 4.11
O -5.38 -2.90 3.89
N -3.58 -1.64 2.74
C -3.67 -0.64 1.92
S -2.60 -0.50 0.56
C -4.77 0.30 2.28
C -5.19 1.45 1.60
C -6.27 2.19 2.09
C -6.92 1.80 3.26
C -6.51 0.64 3.94
C -5.43 -0.09 3.44
H -4.69 1.75 0.68
H -6.59 3.08 1.55
H -7.76 2.38 3.63
H -7.02 0.32 4.85
```